<i>
Density functional theory data (ωB97M-V/def2-TZVPD) for 2 unconnected molecules or ions with the total composition C3H12OSi2.

Positions of all 18 atoms, in Å:
C: 3.0750 1.0036 0.2225
O: 1.7264 1.1306 -0.0726
Si: 0.9861 0.6069 -1.4346
C: -0.8292 1.3468 -1.3775
H: 3.1843 1.3772 1.3398
H: 3.7341 1.5165 -0.4767
H: 3.3992 -0.0806 0.0794
H: 1.5961 1.1604 -2.6104
H: 1.0969 -0.8852 -1.5488
H: -1.4316 0.6611 -2.0028
H: -1.2413 1.4066 -0.3673
H: -0.6942 2.2832 -1.9324
C: -3.3190 -2.4895 1.9056
Si: -2.0714 -1.5534 1.1826
H: -3.3785 -3.6031 1.8957
H: -4.2975 -2.1895 2.1014
H: -0.6495 -1.6829 0.8256
H: -2.6050 -0.0093 0.9855

Its structure (SMILES) is CO[SiH2]C.C=[SiH2]. Its HOMO-LUMO gap is 0.331 Eh. The LUMO energy comes out at 0.31 eV.

***

<ii>
Density functional theory data (ωB97M-V/def2-TZVPD) for a molecular structure, C3H12OSi2.

Positions of all 18 atoms, in Å:
C: -2.0081 1.2996 -1.1027
C: -0.5783 -2.0388 1.1302
C: -0.8806 0.8669 -0.1754
O: 1.9885 -0.7852 -0.0084
Si: 2.8533 0.5064 0.1419
Si: -0.2835 -0.8956 -0.3676
H: -1.7173 1.0604 -2.2469
H: -2.9926 0.7760 -0.9127
H: -2.2142 2.3073 -1.0553
H: -1.4874 -2.6124 1.0387
H: 0.1718 -2.8159 1.3028
H: -0.6350 -1.5354 2.0565
H: -1.2169 0.9962 0.9140
H: -0.0223 1.6990 -0.1215
H: 4.3138 0.1844 0.3711
H: 2.4921 1.4105 -0.9451
H: 2.2387 1.0917 1.5432
H: -0.0219 -1.5151 -1.5628

Its HOMO-LUMO gap is 0.326 Eh. The LUMO energy comes out at -0.03 eV.

***

Energy above the most stable structure, in kcal/mol: <i> 31.5; <ii> 0.0

***

<i>
Density functional theory data (ωB97M-V/def2-TZVPD) for C2H5N3S2 in the gas phase.

Positions of all 12 atoms, in Å:
H: -3.1923 1.4342 0.4849
N: -2.2116 1.3181 0.3265
C: -1.9680 0.0578 0.0119
N: -2.8765 -0.9639 -0.1330
S: -0.3249 -0.5041 -0.1657
C: 0.6561 1.0351 -0.3696
N: 1.9828 1.0768 -0.0450
S: 2.5025 -0.5650 0.1905
H: -2.2836 -1.8317 0.3497
H: -3.7961 -0.8479 0.3058
H: 0.2959 1.9756 -0.3563
H: 3.7434 -0.1990 -0.0745

Its structure (SMILES) is [H]/N=C(\N)S/C=N\S. Its HOMO-LUMO gap is 0.337 Eh. The LUMO energy comes out at 0.31 eV.

***

<ii>
Density functional theory data (ωB97M-V/def2-TZVPD) for C2H5N3S2 in the gas phase.

Positions of all 12 atoms, in Å:
C: 0.6665 -0.6229 1.9303
C: -0.1966 -0.8634 -0.6927
N: 0.5881 0.6416 1.8878
N: -0.9997 0.2109 -0.5071
N: -0.8750 1.3078 -1.2968
S: 0.1709 -1.7967 0.7432
S: 1.3103 -0.7743 -1.6983
H: 1.4450 -1.0433 2.5611
H: -0.8691 -1.5290 -1.4144
H: -1.5303 2.0652 -0.8933
H: 0.0731 1.4895 -1.6736
H: 0.2168 0.9145 1.0539

Its HOMO-LUMO gap is 0.213 Eh. The LUMO energy comes out at -2.25 eV.

***

Energy above the most stable structure, in kcal/mol: <i> 0.0; <ii> 55.3

***

<i>
Density functional theory data (ωB97M-V/def2-TZVPD) for C2H5N3S2 in the gas phase.

Positions of all 12 atoms, in Å:
N: -2.8867 0.3988 0.0063
N: -1.6358 0.6822 0.0607
C: -0.7496 -0.2645 0.0871
N: -1.1778 -1.5892 -0.0725
C: 0.6758 0.0145 0.0558
S: 1.7553 -1.2621 -0.0445
S: 1.1531 1.7055 0.0128
H: -3.0550 -0.6115 -0.4167
H: -3.4708 1.1558 -0.5432
H: -1.8387 -1.8111 0.6695
H: -0.3168 -2.2196 0.1671
H: 2.4917 1.4487 -0.1886

Its structure (SMILES) is N/N=C(\N)C(=S)S. Its HOMO-LUMO gap is 0.288 Eh. The LUMO energy comes out at -0.79 eV.

***

<ii>
Density functional theory data (ωB97M-V/def2-TZVPD) for C2H5N3S2 in the gas phase.

Positions of all 12 atoms, in Å:
H: -2.5126 -0.2655 0.1731
N: -1.8810 -0.1544 1.0026
C: -0.7339 0.2333 0.6412
N: 0.3566 0.2720 1.5027
S: 1.5716 -0.9247 1.2923
C: -0.3266 0.5399 -0.7904
N: 0.5977 1.4619 -0.8606
S: -0.8876 -0.2824 -2.0990
H: -0.0621 0.2869 2.4651
H: 2.5979 -0.0682 1.3734
H: 0.9216 1.9116 -1.7544
H: 0.9617 1.7542 0.0309

Its structure (SMILES) is [H]/N=C(/NS)C(N)=S. Its HOMO-LUMO gap is 0.321 Eh. The LUMO energy comes out at 0.09 eV.

***

<iii>
Density functional theory data (ωB97M-V/def2-TZVPD) for C2H5N3S2 in the gas phase.

Positions of all 12 atoms, in Å:
N: -0.0180 1.0807 -1.1242
N: -0.5110 1.0294 0.1799
C: -0.0571 -0.1902 0.8655
C: -0.5388 -1.5366 0.3601
N: -1.6702 -1.8298 -0.1396
S: -2.8484 -0.6308 -0.2991
S: -2.1714 1.4675 0.4004
H: 0.1421 2.0481 -1.3853
H: -0.6422 0.6510 -1.8084
H: -0.3374 -0.0845 1.9188
H: 1.0323 -0.1684 0.7919
H: 0.1712 -2.3477 0.4549

Its structure (SMILES) is NN1CC=NSS1. Its HOMO-LUMO gap is 0.298 Eh. The LUMO energy comes out at -0.42 eV.

***

Energy above the most stable structure, in kcal/mol: <i> 19.7; <ii> 0.0; <iii> 38.4

***

<i>
Density functional theory data (ωB97M-V/def2-TZVPD) for 4 unconnected molecules or ions with the total composition H7O4.

Positions of all 11 atoms, in Å:
O: -1.1275 0.8511 0.0406
H: -1.1444 0.4867 -0.8487
O: -0.8267 3.2359 -0.4452
H: -0.9959 3.7582 0.3645
H: -1.1082 2.1801 -0.1990
O: 1.2164 0.0168 0.5211
H: 1.9909 0.4770 0.8123
H: 0.2873 0.4457 0.4472
O: 0.7521 -4.1310 -0.2393
H: -0.0738 -4.3899 0.1501
H: 1.1615 -3.3112 0.0544

As for the charge: -1. Its HOMO-LUMO gap is 0.301 Eh. The LUMO energy comes out at 3.81 eV.

***

<ii>
Density functional theory data (ωB97M-V/def2-TZVPD) for a molecular structure, H7O4.

Positions of all 11 atoms, in Å:
O: -1.5436 -2.1435 0.5246
H: -2.0504 -1.4770 -0.0696
O: 0.9350 0.4840 -0.4599
H: 1.7025 0.9625 -0.8662
H: -0.5760 -1.9442 0.6117
O: -0.7280 1.8735 -1.6846
H: -0.0378 1.2889 -0.7684
H: -0.3432 1.6726 -2.4878
O: 1.1084 -0.1152 2.0270
H: 1.2735 0.0274 1.0277
H: 0.2595 -0.6290 2.1456

As for the charge: -1. Its HOMO-LUMO gap is 0.319 Eh. The LUMO energy comes out at 4.31 eV.

***

Energy above the most stable structure, in kcal/mol: <i> 0.0; <ii> 8.3